20
Properties=species:S:1:pos:R:3:forces:R:3:nbo_charge:R:1 method="wB97M-V/def2-TZVPD" orbital_gap_ha=0.267 lumo_energy_ev=-0.51 relative_energy_kj_mol=512.81 e_homo_ev=-7.8
C 0.0867 -1.4648 0.4378 0.4 1.4 2.2 -0.449
C 0.9755 -0.6101 -0.4284 0.8 0.7 0.3 -0.266
C 1.8302 0.2987 0.1186 -3.6 -1.6 2.0 -0.268
C 2.6352 1.2236 -0.5773 2.7 -2.2 0.0 -0.329
C -1.1971 -0.7236 0.9429 -1.1 -0.4 -2.7 -0.205
N -2.0953 -0.4442 -0.2596 0.5 0.0 0.3 -0.636
C -2.5586 0.9516 -0.3194 1.2 0.0 0.0 -0.415
H -0.1149 -2.4520 0.0345 -0.3 0.0 -0.1 0.221
H 0.6149 -1.6030 1.4187 0.0 -0.4 -0.8 0.206
H 3.7171 -0.3580 -0.3591 -0.5 3.1 -0.9 0.040
H 1.0850 -0.8061 -1.4986 -0.4 0.1 0.2 0.192
H 1.7879 0.3240 1.2601 0.4 0.2 -1.5 0.212
H 3.2011 1.9706 -0.0349 0.0 -0.1 0.0 0.217
H 2.3473 1.4769 -1.5934 0.5 -0.3 -0.1 0.213
H -1.0569 0.2821 1.3660 0.8 -0.7 0.5 0.182
H -1.7532 -1.4136 1.5928 0.2 0.5 0.2 0.191
H -1.5509 -0.6487 -1.0907 -0.1 0.0 0.1 0.347
H -3.4494 1.0736 -0.9138 -0.8 -0.3 0.3 0.195
H -2.6317 1.2499 0.7310 -0.7 0.4 -0.4 0.188
H -1.8727 1.6732 -0.8274 0.2 -0.5 0.5 0.163



18
Properties=species:S:1:pos:R:3:forces:R:3:nbo_charge:R:1 method="wB97M-V/def2-TZVPD" orbital_gap_ha=0.355 lumo_energy_ev=0.94 relative_energy_kj_mol=873.09 e_homo_ev=-8.7 smiles=C1[C@@H]2N[C@@H]3C[C@H]3N[C@@H]12
C 0.3574 -1.6505 -1.6574 0.1 -0.5 1.6 -0.335
C 0.0408 -1.3267 0.0183 -0.8 2.1 -5.3 -0.099
N -1.1111 -0.8361 0.8373 1.3 -1.5 -0.8 -0.599
C -0.3660 0.3851 1.1489 0.9 0.4 0.3 -0.103
C -0.2587 1.8871 1.3394 -1.7 2.3 2.9 -0.409
C -0.2825 1.3610 -0.0397 -2.2 0.7 1.0 -0.068
N 0.7841 1.1170 -0.9616 -1.2 -1.4 -2.0 -0.565
C 0.3054 -0.2584 -1.1617 -3.6 -3.6 -1.7 -0.131
H -0.1597 -2.1599 -2.5022 -0.2 1.0 0.9 0.224
H 1.1824 -2.1475 -1.3891 3.6 -2.4 0.0 0.174
H 1.0325 -1.4608 0.4417 -0.3 -0.6 0.7 0.162
H -1.2020 -1.5939 1.5320 -0.2 1.3 0.4 0.370
H 0.6474 0.0364 1.4954 -0.7 0.8 -0.5 0.152
H 0.6260 2.1127 2.0143 -0.8 -0.2 -1.5 0.232
H -1.0924 2.5959 1.6480 0.9 -1.0 -0.6 0.220
H -1.3752 1.5452 -0.5979 3.2 -0.6 1.7 0.229
H 1.4954 0.6973 -0.4700 3.4 0.9 2.3 0.352
H -0.6237 -0.3039 -1.6957 -1.7 2.4 0.6 0.195



207
Properties=species:S:1:pos:R:3:forces:R:3:lowdin_charge:R:1 method="wB97M-V/def2-TZVPD" orbital_gap_ha=0.240 lumo_energy_ev=-2.97 relative_energy_kj_mol=192.86 e_homo_ev=-9.5 charge=+1
C -14.1979 -18.3204 -19.2712 -0.2 0.3 0.7 -0.083
C -13.0425 -17.3152 -19.1328 -0.1 -1.4 -0.2 -0.226
C -13.5047 -15.8827 -19.1865 1.9 -0.4 0.4 -0.110
N -12.2626 -14.9645 -19.2889 -1.1 0.2 -0.9 -0.231
C -11.3441 -15.1393 -18.0860 -0.5 -0.1 -1.3 0.068
C -11.4746 -15.1269 -20.6221 0.4 -0.3 0.7 -0.057
C -11.2294 -13.7110 -21.2299 -0.1 -1.8 0.4 -0.110
C -11.7621 -12.8264 -20.1262 -0.1 1.8 -0.7 -0.173
C -12.7958 -13.5666 -19.3362 0.9 0.5 0.1 -0.135
H -14.6453 -18.3719 -20.2655 0.0 0.3 0.0 0.071
H -14.9386 -18.0405 -18.5177 -0.3 -0.2 -0.2 0.057
H -13.8952 -19.3360 -19.0209 0.2 0.1 0.0 0.086
H -12.3475 -17.5574 -19.9408 0.2 0.4 0.0 0.111
H -12.5250 -17.5345 -18.1987 -0.1 0.1 0.1 0.107
H -13.9361 -15.5737 -18.2337 -0.6 -0.1 -0.2 0.125
H -14.1394 -15.7392 -20.0594 0.0 0.5 0.1 0.123
H -10.7430 -16.0119 -18.3222 -0.1 -0.2 0.6 0.109
H -12.0136 -15.2337 -17.2358 0.4 -0.1 0.3 0.091
H -10.6706 -14.2855 -18.0477 -0.2 0.1 0.2 0.116
H -10.5775 -15.6512 -20.2993 0.2 0.2 -0.3 0.122
H -11.9749 -15.8013 -21.3134 -0.4 0.1 0.2 0.124
H -10.1658 -13.6075 -21.4356 0.0 0.3 0.2 0.121
H -11.7256 -13.7048 -22.1998 -0.3 0.5 0.2 0.113
H -10.9576 -12.4830 -19.4775 0.0 -0.1 0.0 0.107
H -12.2440 -11.9096 -20.4762 0.2 0.1 -0.2 0.113
H -12.7978 -13.0613 -18.3700 -0.5 -0.6 0.3 0.120
H -13.7865 -13.5656 -19.7843 0.1 -0.1 0.0 0.121
C -13.4615 -7.0988 -12.8297 -0.2 0.3 0.8 -0.088
C -13.2247 -5.9610 -13.8085 0.3 -0.3 -0.4 -0.219
C -14.5426 -5.4522 -14.3484 0.3 0.3 0.1 -0.094
N -14.4413 -4.4701 -15.5070 -0.4 1.4 -0.9 -0.248
C -13.3111 -3.4977 -15.3956 0.8 -0.7 -0.3 0.023
C -15.7047 -3.5847 -15.5678 1.1 -1.2 -1.4 -0.071
C -15.7542 -3.0816 -17.0031 -0.9 0.7 -0.3 -0.168
C -15.1390 -4.2007 -17.8566 0.6 0.7 0.2 -0.138
C -14.3474 -5.1157 -16.8929 -1.0 0.1 0.5 -0.097
H -13.9921 -6.7933 -11.9252 0.1 0.3 0.1 0.112
H -12.4993 -7.5017 -12.5047 0.0 0.5 0.1 0.052
H -13.9802 -8.0081 -13.1431 -0.4 2.6 -0.7 0.017
H -12.5742 -6.3526 -14.5978 -1.0 0.6 0.2 0.059
H -12.6072 -5.1917 -13.3432 -0.3 0.2 0.3 0.127
H -15.1165 -4.9269 -13.5846 0.0 -0.1 0.1 0.141
H -15.1340 -6.2924 -14.7116 -0.1 0.1 -0.1 0.136
H -13.4828 -2.8136 -14.5701 0.3 -0.2 0.2 0.121
H -13.1673 -2.9295 -16.3144 -0.6 0.0 -0.1 0.112
H -12.4018 -4.0952 -15.3420 0.1 0.2 0.6 0.112
H -15.6030 -2.8286 -14.7983 -0.6 -0.3 0.3 0.139
H -16.4900 -4.3394 -15.5526 -0.4 0.5 1.0 0.145
H -15.3627 -2.1019 -17.2806 0.8 -0.1 0.7 0.116
H -16.8048 -2.8788 -17.2267 -0.1 -0.5 -0.1 0.119
H -14.4710 -3.7050 -18.5598 0.0 -0.3 -0.3 0.110
H -15.9254 -4.7252 -18.3939 0.2 -0.3 0.0 0.103
H -13.2929 -5.2873 -17.0935 -0.1 0.0 -0.2 0.122
H -14.8712 -6.0678 -16.8480 0.3 -0.1 0.3 0.104
C -12.5885 -5.0797 -24.1972 0.3 -0.3 -0.7 -0.082
C -12.4746 -5.9207 -22.9452 0.4 -0.1 1.2 -0.238
C -13.7374 -6.7063 -22.6794 0.4 -0.9 0.4 -0.125
N -13.6098 -7.7018 -21.5300 -1.8 -0.8 1.1 -0.218
C -12.4836 -8.7048 -21.5732 -0.9 0.4 0.2 0.036
C -14.9311 -8.5267 -21.5449 -1.0 -0.2 -0.5 -0.097
C -15.2527 -8.8564 -20.0804 1.1 -0.2 -0.8 -0.151
C -14.9060 -7.5692 -19.3962 -0.9 0.4 -0.1 -0.162
C -13.6235 -7.1284 -20.0880 0.3 0.4 0.8 -0.059
H -12.7331 -5.8320 -24.9781 -0.4 0.4 -0.3 0.083
H -11.6765 -4.5726 -24.5102 0.2 0.0 0.5 0.085
H -13.3733 -4.3258 -24.2249 -0.2 -0.2 0.2 0.085
H -12.2220 -5.4232 -22.0031 0.0 0.6 -0.3 0.115
H -11.6414 -6.6179 -23.0658 -0.1 -0.1 -0.2 0.114
H -13.9837 -7.3549 -23.5225 -0.1 0.2 -0.2 0.137
H -14.6175 -6.1220 -22.4151 0.2 0.3 -0.2 0.142
H -12.4330 -9.1398 -22.5685 0.4 0.3 -0.1 0.118
H -12.8379 -9.4654 -20.8790 0.5 -0.2 0.0 0.080
H -11.6105 -8.2179 -21.1489 0.3 -0.3 -0.5 0.116
H -14.8952 -9.3592 -22.2511 0.9 -0.3 0.4 0.132
H -15.7227 -7.9728 -22.0562 0.1 0.8 0.6 0.129
H -14.4960 -9.5800 -19.7655 -0.5 -0.4 0.3 0.080
H -16.2640 -9.1655 -19.8300 0.0 -0.3 -0.4 0.136
H -14.8462 -7.7476 -18.3230 0.7 0.2 0.0 0.111
H -15.7563 -6.8973 -19.5436 0.2 0.4 -0.1 0.119
H -12.8045 -7.5680 -19.5165 0.2 -0.1 -0.4 0.121
H -13.4353 -6.0563 -20.0579 -0.2 0.0 -0.5 0.129
C -15.8382 -12.1292 -18.2230 -0.6 0.5 0.9 -0.079
C -15.8504 -11.4771 -16.8089 0.3 -0.4 -0.3 -0.183
C -14.6901 -11.9963 -15.9784 0.1 -0.5 1.2 -0.124
N -14.6653 -11.6290 -14.5169 0.2 1.4 0.8 -0.217
C -15.8570 -12.1722 -13.7446 -0.2 0.7 -1.4 0.074
C -13.3904 -12.0190 -13.7881 0.0 -1.5 -0.2 -0.093
C -13.3389 -11.1227 -12.5857 0.2 0.3 0.0 -0.123
C -13.8490 -9.7957 -13.1407 -0.4 -0.9 1.8 -0.183
C -14.5994 -10.1086 -14.3958 0.4 -0.1 -1.0 -0.078
H -16.8576 -11.9346 -18.5613 0.1 -0.2 -0.6 0.063
H -15.6948 -13.2095 -18.1744 0.0 0.0 0.1 0.061
H -15.0952 -11.6780 -18.8808 0.0 0.0 0.0 0.043
H -16.8312 -11.6595 -16.3719 0.1 -0.1 0.1 0.082
H -15.7380 -10.3980 -16.9311 0.0 0.1 0.0 0.109
H -13.7835 -11.5498 -16.3820 0.2 -0.6 0.0 0.090
H -14.6616 -13.0799 -15.8484 0.1 -0.1 -1.1 0.110
H -15.9326 -11.6920 -12.7730 0.1 -0.1 0.0 0.087
H -15.8596 -13.2588 -13.7174 0.4 0.0 0.1 0.096
H -16.6876 -11.8727 -14.3813 -0.4 -0.1 0.5 0.101
H -13.4799 -13.0782 -13.5463 0.0 0.0 -0.1 0.092
H -12.5225 -11.9478 -14.4462 -0.2 0.5 -0.2 0.139
H -13.9861 -11.4417 -11.7702 0.0 -0.2 -0.1 0.077
H -12.3428 -10.9811 -12.1696 0.1 -0.2 -0.1 0.121
H -14.5576 -9.3753 -12.4216 0.2 -0.2 0.2 0.114
H -13.0385 -9.0739 -13.2361 0.1 -1.4 -0.5 0.081
H -15.5954 -9.6817 -14.4958 0.0 -0.1 0.1 0.148
H -13.9597 -9.7781 -15.2175 -0.4 -0.1 -0.4 0.105
C -18.2026 -12.3220 -21.5955 0.3 -0.8 0.1 -0.074
C -17.8709 -13.8064 -21.4189 0.3 -0.8 0.8 -0.225
C -18.9049 -14.5893 -20.6007 -0.2 -0.1 -0.5 -0.106
N -18.6009 -16.0980 -20.4657 0.2 1.0 1.8 -0.229
C -17.2441 -16.2789 -19.8028 0.1 -0.3 -1.4 0.019
C -18.7897 -16.8854 -21.7551 -0.3 0.1 -0.3 -0.072
C -19.7254 -18.0814 -21.4086 0.3 0.6 0.4 -0.124
C -20.6022 -17.4601 -20.3197 0.0 -1.0 0.1 -0.154
C -19.6284 -16.6450 -19.4875 -1.2 -0.6 -0.4 -0.097
H -17.2746 -11.8509 -21.9205 -0.3 0.2 -0.4 0.066
H -18.4187 -11.8963 -20.6158 -0.3 0.0 -0.1 0.056
H -19.0306 -12.1859 -22.2870 0.1 0.3 0.0 0.085
H -16.9471 -13.8238 -20.8312 0.0 0.0 0.1 0.088
H -17.5975 -14.3702 -22.3145 -0.3 0.4 -0.4 0.111
H -19.9238 -14.5986 -20.9923 0.1 0.3 -0.4 0.145
H -19.0092 -14.1222 -19.6204 0.3 -0.5 0.3 0.102
H -16.4776 -15.9094 -20.4848 -0.1 0.2 0.0 0.078
H -17.0539 -17.3489 -19.7434 -0.2 0.0 0.5 0.100
H -17.1730 -15.7456 -18.8561 -0.4 -0.1 0.1 0.108
H -17.8054 -17.0818 -22.1753 0.0 -0.4 0.1 0.128
H -19.2807 -16.2009 -22.4466 -0.1 0.0 0.0 0.130
H -19.1518 -18.9219 -21.0161 0.1 0.1 0.1 0.117
H -20.3766 -18.4915 -22.1776 0.5 0.4 -0.5 0.122
H -21.0324 -18.2484 -19.7004 0.0 0.1 0.1 0.128
H -21.4618 -16.9370 -20.7382 0.3 0.4 0.0 0.125
H -19.1204 -17.3369 -18.8213 0.1 0.3 0.2 0.140
H -20.1777 -15.8648 -18.9653 0.6 0.2 0.3 0.120
C -14.7403 -17.8684 -6.0507 0.6 -0.6 0.3 -0.098
C -15.1894 -17.3866 -7.4200 -0.7 -0.5 -0.5 -0.240
C -13.9985 -16.8753 -8.2307 -0.8 2.0 0.1 -0.108
N -14.3191 -16.3540 -9.6340 -0.2 0.7 0.2 -0.225
C -14.7311 -17.4676 -10.5493 -0.8 0.3 -0.3 0.033
C -15.4448 -15.2831 -9.6053 -0.3 -1.4 1.3 -0.089
C -15.3314 -14.5131 -10.8683 -1.5 1.3 0.3 -0.159
C -13.9063 -14.6576 -11.2889 0.5 -0.1 -1.4 -0.151
C -13.2192 -15.4397 -10.1939 0.7 -0.9 -0.1 -0.065
H -14.1142 -18.7598 -6.1331 -0.1 -0.1 0.0 0.079
H -15.5643 -18.0947 -5.3758 -0.2 -0.1 -0.3 0.080
H -14.1283 -17.1547 -5.4949 0.0 0.3 -0.3 0.083
H -16.0339 -16.7166 -7.2401 0.6 0.9 -0.3 0.114
H -15.7063 -18.1421 -8.0203 0.3 -0.6 0.4 0.107
H -13.1622 -17.5682 -8.2713 -0.1 -0.1 -0.2 0.143
H -13.6936 -15.9462 -7.7454 0.5 -0.2 0.2 0.130
H -14.8753 -17.1311 -11.5754 0.3 0.3 0.1 0.075
H -15.7287 -17.7498 -10.2142 0.1 -0.3 0.1 0.103
H -14.0836 -18.3403 -10.5769 0.4 0.3 0.4 0.118
H -16.3986 -15.7722 -9.4117 0.0 -0.1 -0.2 0.139
H -15.2334 -14.6559 -8.7382 0.1 0.0 0.0 0.136
H -16.0975 -14.7394 -11.6109 0.3 -0.5 -0.1 0.130
H -15.5796 -13.4904 -10.5929 0.1 0.2 -0.1 0.087
H -13.9039 -15.1964 -12.2386 0.4 0.0 0.2 0.066
H -13.4625 -13.6815 -11.4765 0.3 -0.1 0.3 0.112
H -12.3709 -16.0554 -10.4922 -0.2 -0.1 -0.4 0.133
H -12.8216 -14.7853 -9.4179 -0.5 -0.1 0.3 0.142
N -13.5752 -15.3224 -14.8362 2.7 -1.0 0.7 -0.273
S -12.4366 -16.4162 -14.4519 4.7 0.3 1.1 0.503
O -11.9855 -17.3767 -15.4276 -1.4 0.7 0.0 -0.268
O -12.3889 -16.8314 -13.0820 -1.2 -0.1 -0.3 -0.264
F -11.2196 -15.3945 -14.4600 -0.3 0.6 -0.4 -0.183
S -14.7963 -16.2262 -14.9934 -6.2 -0.5 -1.3 0.447
O -15.4238 -16.7766 -13.8088 1.4 0.0 -0.9 -0.262
O -14.8099 -16.9716 -16.2318 0.2 -0.1 0.8 -0.289
F -15.8209 -15.0446 -15.3217 0.2 0.1 -0.1 -0.199
N -8.9683 -9.1185 -11.9841 4.3 1.3 0.3 -0.260
S -7.5277 -8.3556 -11.4857 3.5 -1.2 -1.6 0.557
O -6.7678 -8.9396 -10.4102 -1.6 0.1 -0.5 -0.276
O -7.4202 -6.9242 -11.6428 -1.1 -1.0 0.1 -0.285
F -6.7326 -8.9207 -12.7606 -0.1 0.2 0.0 -0.221
S -9.8919 -8.2177 -11.1926 -6.7 -0.4 4.1 0.413
O -10.5495 -7.1198 -11.8340 0.9 0.4 -0.5 -0.302
O -9.7869 -8.1688 -9.7483 1.7 1.1 -1.0 -0.282
F -11.1013 -9.3066 -11.1541 -0.9 -0.5 -1.1 -0.244
N -17.4149 -11.5282 -10.6856 1.5 0.4 2.6 -0.283
S -16.4692 -10.8564 -9.5407 2.4 -1.7 2.3 0.531
O -16.9972 -9.9271 -8.5873 -0.2 0.0 -1.4 -0.250
O -15.1289 -10.6809 -10.0498 -0.9 -0.1 0.3 -0.291
F -16.3186 -12.1425 -8.5507 0.0 -0.2 -0.9 -0.220
S -18.1503 -10.2431 -11.1330 -3.7 2.2 -3.8 0.444
O -17.2891 -9.2154 -11.7079 -0.5 -0.8 0.9 -0.314
O -19.3434 -9.8469 -10.4357 1.3 -0.1 0.0 -0.263
F -18.7650 -10.9361 -12.4346 0.0 0.0 -0.3 -0.205
N -11.2585 -9.5323 -15.9620 -0.9 -3.0 -2.6 -0.207
S -11.5566 -9.9929 -17.5436 1.2 -4.4 0.2 0.557
O -10.5465 -9.7030 -18.5216 -1.2 1.1 0.2 -0.257
O -12.9453 -10.1903 -17.9389 0.9 1.4 0.1 -0.314
F -11.1740 -11.5376 -17.3166 -0.1 -0.2 0.8 -0.209
S -11.4508 -8.0485 -16.1739 0.9 7.3 2.2 0.430
O -12.8337 -7.6129 -16.3559 0.8 -0.7 -0.7 -0.323
O -10.4044 -7.3946 -16.9161 -1.2 -0.5 -0.7 -0.260
F -11.1348 -7.4106 -14.7409 0.3 -1.9 -0.4 -0.165
N -20.5453 -13.6961 -17.3144 -0.2 3.2 -0.8 -0.286
S -19.4061 -14.0556 -16.3489 2.0 -3.1 4.3 0.445
O -19.5047 -13.5888 -14.9794 0.5 0.3 -1.8 -0.271
O -18.0916 -14.1598 -16.9621 -0.7 0.1 0.0 -0.332
F -19.8355 -15.5874 -16.1044 0.2 0.0 -0.9 -0.203
S -20.3936 -12.0375 -17.4057 -3.1 0.5 -1.0 0.568
O -19.2036 -11.4310 -16.8839 -0.3 -0.5 -0.4 -0.289
O -21.6724 -11.3975 -17.2130 1.6 -0.8 0.0 -0.259
F -20.2158 -11.9627 -19.0121 0.3 0.0 0.1 -0.224



12
Properties=species:S:1:pos:R:3:forces:R:3:nbo_charge:R:1 method="wB97M-V/def2-TZVPD" orbital_gap_ha=0.293 lumo_energy_ev=-0.71 relative_energy_kj_mol=420.05 e_homo_ev=-8.7
C -0.3828 0.3271 -2.0744 0.2 0.6 -0.6 0.199
C -0.4243 0.8444 0.3795 -0.5 1.3 -1.3 -0.142
C 1.1608 -1.5358 -1.0299 -2.3 1.0 1.1 -0.301
C -0.0402 0.2036 -0.7374 2.4 -2.7 1.8 -0.093
C -0.3605 0.7060 1.8767 4.7 -1.7 -0.2 -0.640
N -0.4522 0.3204 -3.2241 -0.3 0.0 -0.3 -0.298
S 0.5263 -2.8729 -0.4245 0.7 0.9 -0.4 0.147
H -1.0426 1.7248 0.1057 0.1 -0.5 0.0 0.219
H 2.0163 -1.5042 -1.7418 -0.7 0.6 0.6 0.216
H -0.4975 1.5577 2.5170 0.2 0.9 -0.5 0.236
H -1.1567 0.1015 2.1103 -1.9 -1.9 0.7 0.236
H 0.6533 0.1273 2.2430 -2.6 1.4 -0.9 0.221